Entry 1:
{"formula": "C6H17N3", "method": "ωB97M-V/def2-TZVPD", "orbital_gap_ev": 8.90, "homo_ev": -18.1, "smiles": "CN(C)C(=[NH2+])[N+](C)(C)C", "lumo_energy_ev": -9.20, "charge": 2, "species": ["C", "C", "C", "C", "C", "C", "N", "N", "N", "H", "H", "H", "H", "H", "H", "H", "H", "H", "H", "H", "H", "H", "H", "H", "H", "H"], "positions_angstrom": [[-0.07838, -0.63814, -0.07912], [-2.55803, -0.88099, 0.37422], [-1.80745, 1.39950, 0.09767], [1.35289, 0.84042, -1.36157], [1.10589, 1.17003, 1.09639], [2.23097, -0.85463, 0.23700], [-1.49815, 0.04712, -0.00207], [-0.16855, -1.87625, -0.55248], [1.10187, 0.18053, -0.03099], [-2.23155, -1.64349, 1.13593], [-3.35793, -0.31733, 0.87472], [-2.91603, -1.29104, -0.51718], [-1.37214, 1.97674, 0.90713], [-1.57544, 1.96179, -0.81738], [-2.93155, 1.40453, 0.15284], [2.42919, 1.05031, -1.43508], [1.19636, 0.05483, -2.05807], [0.71666, 1.69951, -1.49195], [2.09428, 1.24937, 1.43388], [0.80528, 2.05038, 0.62364], [0.40191, 0.71425, 1.84887], [3.14875, -0.54774, 0.36871], [2.16085, -1.50752, 1.09005], [2.40096, -1.45783, -0.61736], [-1.16450, -2.25586, -0.58256], [0.51382, -2.52849, -0.69522]], "forces_ev_per_angstrom": [[-7.4, 2.2, -1.6], [0.3, -0.1, 2.0], [-1.3, 2.8, -0.7], [1.1, -0.5, 0.0], [-1.8, -1.9, 0.6], [-3.3, -1.9, -0.8], [6.4, -4.7, 0.9], [-3.6, 2.6, 1.6], [2.2, -2.4, 0.7], [-0.2, 0.6, -0.9], [0.3, -0.3, -0.3], [-1.1, -1.1, -1.2], [-0.2, -0.2, 0.5], [0.1, -0.2, 0.0], [1.3, 0.5, 0.1], [-0.4, 0.4, 0.3], [-0.5, -0.3, -1.1], [-0.1, 0.2, -0.1], [1.3, 0.1, 0.7], [-0.7, 1.7, 0.1], [0.9, 1.1, -0.4], [4.5, 3.5, 0.7], [-1.4, 0.0, 0.6], [-0.6, -0.7, -1.1], [1.8, 0.6, -0.1], [2.5, -1.8, -0.3]]}



Entry 2:
{"formula": "C6H17NO", "method": "ωB97M-V/def2-TZVPD", "orbital_gap_ev": 9.79, "homo_ev": -8.9, "smiles": "CN[C@@H](C)C(C)C.O", "lumo_energy_ev": 0.88, "charge": 0, "species": ["C", "N", "C", "C", "C", "C", "C", "H", "H", "H", "H", "H", "H", "H", "H", "H", "H", "H", "H", "H", "H", "H", "H", "H", "O"], "positions_angstrom": [[2.09409, -0.95832, -1.09777], [0.73189, -0.42335, -0.88124], [0.51769, 0.20506, 0.42638], [-1.03693, 0.09687, 0.71237], [-1.37868, -0.12807, 2.16675], [-1.83605, 1.26285, 0.14063], [1.13898, 1.57377, 0.69657], [2.28708, -1.60569, -0.22631], [2.83761, -0.20872, -1.29403], [1.99066, -1.71651, -1.88896], [0.54814, 0.16612, -1.68657], [0.96832, -0.45053, 1.20043], [-1.21851, -0.79382, 0.10277], [-0.51469, 0.07533, 2.81922], [-2.29291, 0.35453, 2.45478], [-1.61808, -1.18776, 2.35568], [-2.90934, 1.26455, -0.08881], [-1.53266, 1.46767, -0.87208], [-1.63650, 2.18383, 0.71780], [1.15125, 1.66377, 1.78974], [2.12631, 1.74775, 0.22994], [0.59054, 2.40380, 0.23514], [0.35293, -2.27822, -2.98701], [-0.76221, -2.48272, -2.04812], [-0.59892, -2.23219, -2.97732]], "forces_ev_per_angstrom": [[-1.9, -1.4, 0.7], [1.2, -0.1, -0.1], [-0.7, -0.2, 0.2], [0.1, 0.0, -0.9], [0.5, -1.5, 0.5], [0.3, 1.2, -0.6], [-0.1, 0.5, -0.6], [0.5, 0.6, -0.1], [0.7, 0.1, 0.0], [0.5, 0.6, -0.3], [-0.5, 0.3, 0.4], [-0.1, -0.1, -0.7], [-0.5, 0.0, 0.3], [-0.6, 0.4, 0.0], [-0.1, 0.8, 0.4], [0.3, 0.1, -0.1], [-0.1, -1.0, 1.1], [0.9, 0.2, -0.6], [-0.1, -0.3, -0.2], [0.3, 0.5, -0.3], [0.0, -0.7, 0.7], [-0.4, -0.2, 0.4], [0.5, 0.1, -0.3], [-0.2, 0.4, -0.5], [-0.4, -0.5, 0.7]]}



Entry 3:
{"formula": "C6H17NO", "method": "ωB97M-V/def2-TZVPD", "orbital_gap_ev": 9.78, "homo_ev": -8.9, "smiles": "CN(C)CO.CCC", "lumo_energy_ev": 0.93, "charge": 0, "species": ["C", "C", "C", "N", "O", "H", "H", "H", "H", "H", "H", "H", "H", "H", "C", "C", "C", "H", "H", "H", "H", "H", "H", "H", "H"], "positions_angstrom": [[-2.31089, -1.05775, -0.10630], [-0.34114, -2.02977, -1.09984], [-1.43758, -0.19763, -2.20573], [-1.15151, -0.83923, -0.94181], [-1.99179, -0.83875, 1.23966], [-1.48032, -0.02195, 1.27962], [-3.11197, -0.36637, -0.42019], [-2.69892, -2.08848, -0.16026], [-0.14278, -2.44618, -0.11362], [-1.97448, 0.73258, -2.02645], [0.60514, -1.75656, -1.56512], [-0.83392, -2.79554, -1.71878], [-2.03504, -0.82600, -2.88370], [-0.49333, 0.03703, -2.69624], [1.47525, 0.92128, 0.82926], [1.00036, 1.23224, 2.24403], [2.73773, 1.70215, 0.48374], [1.67748, -0.14792, 0.74419], [0.68617, 1.16112, 0.11294], [3.06266, 1.48124, -0.53031], [0.15681, 0.60392, 2.52140], [0.69944, 2.27602, 2.32702], [1.80105, 1.05194, 2.95857], [2.55896, 2.77215, 0.56222], [3.54261, 1.44047, 1.16567]], "forces_ev_per_angstrom": [[-0.2, 0.3, -0.3], [0.0, 0.1, 0.2], [0.0, -0.1, 0.0], [-0.3, 0.0, 0.0], [0.0, -0.2, 0.6], [0.0, 0.0, -0.1], [0.2, -0.2, -0.1], [0.1, 0.2, 0.0], [0.1, -0.1, 0.0], [0.0, 0.0, -0.1], [0.1, -0.1, 0.0], [0.0, 0.0, 0.0], [0.0, 0.0, -0.1], [0.0, 0.0, -0.1], [0.1, 0.2, 0.1], [0.0, -0.1, -0.3], [-0.2, -0.2, -0.1], [-0.1, -0.1, -0.1], [0.0, -0.1, 0.0], [0.1, 0.0, -0.1], [-0.1, 0.0, 0.1], [0.0, 0.1, 0.1], [0.0, 0.0, 0.1], [0.0, 0.1, 0.0], [0.2, 0.0, 0.1]]}



Entry 4:
{"formula": "C6H17NO", "method": "ωB97M-V/def2-TZVPD", "orbital_gap_ev": [12.34, 7.47], "homo_ev": [-15.3, -15.3], "lumo_energy_ev": [-2.93, -7.81], "charge": 1, "spin_multiplicity": 2, "species": ["C", "C", "C", "C", "N", "C", "C", "H", "H", "H", "H", "H", "H", "H", "H", "H", "H", "H", "H", "H", "H", "H", "H", "H", "O"], "positions_angstrom": [[0.97957, -0.34979, 0.78805], [2.32634, -1.06856, 0.87730], [2.21362, -2.56408, 0.50961], [0.69806, 0.08765, -0.65476], [-0.60964, 0.71565, -0.68818], [-0.63140, 2.00573, -1.36303], [-1.65182, -0.20670, -1.14415], [0.89774, 0.46546, 1.51033], [0.18451, -1.00363, 1.16193], [2.99531, -0.65557, 0.14011], [2.80270, -0.89738, 1.83464], [3.15468, -2.99464, 0.19930], [1.70190, -3.07469, 1.32897], [1.49346, -2.62198, -0.31959], [1.42420, 0.86420, -0.86653], [0.77548, -0.69385, -1.40574], [-0.36748, 1.83054, -2.40843], [0.07896, 2.61494, -0.88513], [-1.64395, 2.40100, -1.36519], [-2.63547, 0.20338, -0.90474], [-1.55642, -1.11805, -0.56439], [-1.57161, -0.28985, -2.21043], [-2.04225, 1.94146, 1.37059], [-2.60420, 0.56602, 0.96248], [-2.72472, 1.29045, 1.57376]], "forces_ev_per_angstrom": [[-0.2, -0.9, 0.9], [0.2, -0.6, -0.6], [-1.4, 1.0, 0.3], [0.4, 1.2, 1.7], [0.3, -0.9, -3.4], [-1.4, -0.6, 0.4], [-0.8, 0.6, 2.2], [0.3, 0.5, -0.5], [0.0, -0.3, -0.3], [0.4, 0.6, -0.2], [-0.1, -0.1, 0.3], [0.1, -0.2, 0.2], [0.5, -0.4, 0.0], [0.3, -0.2, -0.1], [0.2, 0.1, -0.3], [-0.2, -0.3, 0.1], [0.3, -0.1, -0.1], [0.8, 1.1, 0.4], [0.0, 0.2, 0.2], [0.0, 0.1, -0.3], [0.2, -0.4, -0.5], [0.2, -0.4, -0.6], [-0.1, 0.0, 0.1], [0.0, -0.2, 0.1], [0.1, 0.3, 0.1]]}



Entry 5:
{"formula": "C6H17NOSi", "method": "ωB97M-V/def2-TZVPD", "orbital_gap_ev": 7.71, "homo_ev": -6.8, "lumo_energy_ev": 0.86, "charge": 0, "species": ["C", "C", "C", "C", "C", "C", "N", "O", "Si", "H", "H", "H", "H", "H", "H", "H", "H", "H", "H", "H", "H", "H", "H", "H", "H", "H"], "positions_angstrom": [[-2.10287, -1.11069, -0.45640], [0.22014, -1.48257, -1.77474], [-0.04347, -1.83278, 0.72419], [-1.10741, 1.70128, 2.35537], [2.60665, 1.24566, -1.32624], [-0.60377, -1.15809, -0.48391], [0.18338, 1.76910, 1.75047], [1.79018, 1.51931, -0.22578], [0.23287, 1.41036, 0.05126], [-2.51056, -0.34207, 0.09945], [-2.47763, -0.91891, -1.48188], [-2.33222, -2.25079, -0.22373], [0.04238, -2.61149, -1.92501], [1.25998, -1.33099, -1.64599], [-0.05798, -1.01494, -2.65780], [-0.19168, -1.27143, 1.61530], [-0.62799, -2.71759, 0.97597], [1.00194, -1.96722, 0.55278], [-1.13126, 2.23290, 3.33111], [-1.75288, 2.25446, 1.74888], [-1.40721, 0.55118, 2.53847], [2.97812, 0.17016, -1.18935], [3.34872, 1.99734, -1.40719], [2.12143, 1.39360, -2.30550], [0.96014, 1.46372, 2.16208], [-0.39899, 2.30050, -0.80179]], "forces_ev_per_angstrom": [[1.0, -3.7, -3.1], [-2.1, -3.0, 2.3], [-0.5, 0.2, -0.3], [0.7, -2.7, 2.7], [-0.5, -1.7, -0.4], [2.1, 4.2, -0.1], [-3.2, 1.6, -3.9], [1.9, 0.3, -0.2], [-0.8, -3.7, 1.1], [-0.9, 0.9, 1.9], [0.1, -0.2, 0.3], [-0.7, 2.3, 0.0], [0.5, 1.2, -0.2], [1.0, 0.1, 0.4], [-0.9, 1.1, -1.5], [0.1, 0.9, 0.8], [0.4, -0.9, -0.4], [0.7, -0.7, 0.4], [0.1, -0.5, -0.4], [-1.5, 0.3, -1.0], [0.0, 2.6, -0.4], [-0.1, 1.7, -0.6], [1.4, 0.4, 0.5], [-0.5, -0.6, 0.3], [3.4, -1.5, 2.7], [-1.4, 1.5, -1.1]]}



Entry 6:
{"formula": "C6H17NP", "method": "ωB97M-V/def2-TZVPD", "orbital_gap_ev": 10.02, "homo_ev": -13.0, "lumo_energy_ev": -2.98, "charge": 1, "species": ["C", "C", "C", "C", "C", "C", "N", "P", "H", "H", "H", "H", "H", "H", "H", "H", "H", "H", "H", "H", "H", "H", "H", "H", "H"], "positions_angstrom": [[-0.26740, 2.07610, 0.40805], [0.58812, 1.13103, -1.78635], [-0.83311, -1.44260, -1.02488], [-1.49378, -0.53787, 1.14130], [1.81241, 0.55683, 0.78769], [0.21303, 0.86236, -0.30433], [-0.91264, -0.17042, -0.21547], [2.44654, -1.04088, 0.32004], [-0.36070, 1.74689, 1.42145], [-1.23148, 2.34354, 0.04476], [0.42597, 2.84755, 0.24042], [0.50033, 0.23100, -2.43656], [1.66692, 1.31186, -1.67827], [0.13572, 2.01658, -2.16848], [0.24587, -1.83418, -1.21851], [-1.51657, -2.11826, -0.48458], [-1.31244, -1.23050, -1.97208], [-1.31706, -1.68353, 1.22911], [-1.18038, -0.02613, 2.01364], [-2.52335, -0.23048, 1.05121], [1.58788, 0.54330, 1.79892], [2.37428, 1.49710, 0.47795], [-1.69492, 0.45355, -0.51608], [3.52219, -1.13910, 1.11371], [3.30807, -0.60265, -0.59482]], "forces_ev_per_angstrom": [[-0.5, -1.5, -0.1], [1.4, -1.8, 1.5], [0.5, -0.2, -0.7], [0.2, -2.4, -0.4], [-1.9, 1.7, -4.3], [2.8, -0.7, 1.2], [-0.1, 1.1, 0.8], [-1.3, -1.5, -0.3], [0.0, 0.8, 0.9], [-1.0, 0.7, -0.4], [0.7, 1.2, 0.2], [-0.1, 0.9, 0.3], [-0.2, 0.2, -0.6], [-0.6, 0.4, -0.4], [-2.1, 0.8, 0.9], [0.8, -0.2, -0.7], [0.2, -0.1, -0.3], [-0.6, 2.3, 0.5], [1.2, 0.6, 0.5], [-0.6, -0.8, 0.2], [-1.0, 0.4, 1.9], [-0.6, -1.3, 0.6], [0.7, -1.0, -0.8], [1.2, -0.2, 1.7], [1.0, 0.5, -2.0]]}



What max |F| values result from the calculations? In sequence: 8.0 2.4 0.6 3.5 5.3 5.0 eV Å⁻¹.
What E values result from the calculations? In sequence: -402.3119 -368.7550 -368.7711 -368.4625 -658.2003 -634.5433 a.u..
What relative energy (zero: lowest compared OMol25 entry of this formula, charge and spin) values result from the calculations? In sequence: 2.6246 1.2482 0.8096 0.8431 3.3948 2.4823 eV.